Entry 1:
The following is a DFT calculation (wB97M-V/def2-TZVPD) of C39H43ClP2Si2Zr as an isolated structure.

The geometry in XYZ format:
```
88
Properties=species:S:1:pos:R:3
C 0.841 4.374 -1.351
C 1.867 3.398 -1.100
C 1.676 2.308 -2.021
H 2.722 3.527 -0.435
C 0.550 2.618 -2.856
C 0.026 3.894 -2.450
H -0.743 4.452 -2.969
H 0.768 5.350 -0.877
H 2.328 1.447 -2.156
H 0.199 2.033 -3.703
Zr -0.263 2.423 -0.636
Si -0.701 -4.074 0.076
C -0.005 -5.098 1.481
C -0.691 -6.077 2.226
H -1.767 -6.212 2.095
C 0.014 -6.910 3.107
H -0.505 -7.719 3.626
C 1.392 -6.725 3.319
H 1.949 -7.357 4.020
C 2.065 -5.718 2.613
H 3.137 -5.540 2.760
C 1.378 -4.940 1.679
H 1.933 -4.211 1.077
C -1.202 -5.306 -1.220
C -0.262 -6.330 -1.427
H 0.510 -6.526 -0.678
C -0.289 -7.078 -2.606
H 0.508 -7.799 -2.796
C -1.333 -6.901 -3.522
H -1.351 -7.494 -4.443
C -2.364 -5.990 -3.231
H -3.202 -5.895 -3.929
C -2.325 -5.214 -2.066
H -3.149 -4.544 -1.813
H 0.471 -3.389 -0.503
Si 0.013 -0.249 0.053
C 0.185 -1.007 -1.661
C 1.388 -1.618 -2.071
H 2.126 -1.924 -1.328
C 1.661 -1.790 -3.427
H 2.599 -2.248 -3.726
C 0.752 -1.371 -4.404
H 0.984 -1.477 -5.464
C -0.462 -0.803 -4.000
H -1.184 -0.464 -4.747
C -0.759 -0.645 -2.644
H -1.696 -0.160 -2.341
C 1.516 -0.708 1.070
C 2.710 0.000 0.824
H 2.702 0.847 0.135
C 3.909 -0.353 1.456
H 4.824 0.195 1.240
C 3.939 -1.436 2.346
H 4.885 -1.759 2.801
C 2.750 -2.119 2.627
H 2.781 -2.985 3.297
C 1.536 -1.734 2.034
H 0.607 -2.257 2.285
H -1.815 -3.132 0.404
Cl -1.760 -0.556 1.072
C -3.724 3.386 0.830
P -2.395 3.993 -0.264
C -3.213 4.691 -1.728
C -1.756 5.467 0.656
C -2.317 6.739 0.519
C -1.772 7.817 1.227
C -0.684 7.632 2.077
C -0.128 6.354 2.242
C -0.639 5.281 1.520
P 0.156 3.614 1.646
C 1.832 3.967 2.237
C -0.683 2.933 3.103
H -3.940 2.331 0.618
H -4.630 3.987 0.674
H -3.432 3.456 1.890
H -3.855 5.535 -1.458
H -2.472 5.040 -2.454
H -3.804 3.905 -2.218
H -3.168 6.908 -0.139
H -2.210 8.804 1.111
H -0.245 8.463 2.626
H 0.720 6.201 2.912
H 1.799 4.128 3.324
H 2.466 3.097 2.022
H 2.242 4.852 1.735
H -0.182 3.335 3.991
H -1.740 3.224 3.097
H -0.599 1.837 3.079
```

Values from the calculation:
**Spin multiplicity**: 1
**Energy above the lowest of the compared OMol25 structures with the same formula, charge and spin**: 0.0 kcal/mol
**LUMO (alpha / beta)**: -7.776 / -7.775 eV
**Energy**: -89263.387 eV
**Net charge**: +2

Löwdin analysis output, partial charges in e: C -0.2000; C -0.1864; C -0.1681; H 0.1273; C -0.1486; C -0.1852; H 0.1048; H 0.1296; H 0.1291; H 0.1289; Zr 1.2087; Si 0.7166; C -0.3355; C -0.0817; H 0.1103; C -0.0700; H 0.1092; C -0.0688; H 0.1110; C -0.0905; H 0.1070; C -0.1611; H 0.0809; C -0.3297; C -0.1036; H 0.1019; C -0.0766; H 0.1082; C -0.0786; H 0.1086; C -0.0880; H 0.1042; C -0.1040; H 0.0960; H -0.0058; Si 0.1874; C -0.3764; C -0.1158; H 0.1064; C -0.0501; H 0.1165; C -0.0529; H 0.1172; C -0.0898; H 0.1128; C -0.1468; H 0.0929; C -0.3523; C -0.1396; H 0.0621; C -0.0725; H 0.1078; C -0.0518; H 0.1208; C -0.0643; H 0.1098; C -0.1022; H 0.0958; H -0.0547; Cl 0.3113; C -0.2174; P 0.8470; C -0.2276; C -0.3633; C -0.0547; C -0.0301; C -0.0246; C -0.0642; C -0.3813; P 0.8345; C -0.2262; C -0.2047; H 0.0494; H 0.0708; H 0.0446; H 0.0552; H 0.0344; H 0.0727; H 0.1059; H 0.1253; H 0.1263; H 0.1112; H 0.0683; H 0.0508; H 0.0674; H 0.0690; H 0.0428; H 0.0469

Entry 2:
The following is a DFT calculation (wB97M-V/def2-TZVPD) of a 10-piece molecular cluster, C42H77B2Cl19FO9 overall.

The geometry in XYZ format:
```
150
Properties=species:S:1:pos:R:3
C 0.273 5.998 -4.096
C -0.300 4.596 -3.792
C -0.830 4.460 -2.354
F 0.096 5.157 -1.543
B -0.966 2.880 -1.817
C -0.879 1.699 -2.927
O -0.612 0.403 -2.353
C -1.457 -0.523 -2.972
O -1.071 -1.847 -2.745
C -1.084 -2.180 -1.362
C -2.255 -3.140 -1.044
O -2.085 -3.610 0.289
O -0.008 2.819 -0.673
C -0.617 2.764 0.540
Cl -0.125 4.210 1.553
O -0.223 1.516 1.045
C 1.100 1.559 1.590
C 1.849 0.248 1.196
C 2.569 -0.362 2.431
C 2.957 0.517 0.130
C 2.749 -0.288 -1.199
C 3.794 -1.421 -1.310
C 2.893 0.705 -2.385
C -2.209 2.792 0.264
C -2.876 4.189 0.377
C -4.390 4.171 0.062
C -4.791 4.813 -1.254
C -5.714 5.845 -1.235
C -6.157 6.453 -2.384
C -5.688 6.039 -3.612
C -4.761 5.027 -3.655
C -4.331 4.426 -2.494
O -2.912 1.904 1.096
B -3.355 0.759 0.453
O -2.780 -0.460 0.830
O -4.382 0.744 -0.506
O -2.236 2.534 -1.095
H 1.090 6.252 -3.419
H -0.534 6.737 -4.013
H 0.695 6.022 -5.110
H -1.031 4.290 -4.550
H 0.555 3.907 -3.894
H -1.786 5.005 -2.319
H -0.167 1.863 -3.754
H -1.885 1.637 -3.385
H -2.524 -0.332 -2.739
H -1.362 -0.354 -4.064
H -1.192 -1.323 -0.690
H -0.115 -2.648 -1.129
H -2.296 -3.951 -1.783
H -3.163 -2.531 -1.019
H -1.264 -4.112 0.340
H 1.018 1.561 2.685
H 1.701 2.375 1.187
H 1.140 -0.515 0.864
H 1.894 -0.524 3.279
H 2.970 -1.342 2.144
H 3.438 0.232 2.736
H 3.936 0.292 0.577
H 2.999 1.572 -0.161
H 1.716 -0.637 -1.238
H 3.368 -2.246 -1.895
H 4.684 -1.035 -1.820
H 4.100 -1.774 -0.319
H 3.255 0.182 -3.280
H 1.930 1.197 -2.549
H 3.603 1.511 -2.152
H -2.785 4.483 1.434
H -2.338 4.957 -0.181
H -4.842 3.175 0.098
H -4.884 4.755 0.848
H -6.113 6.161 -0.273
H -6.898 7.246 -2.317
H -6.061 6.508 -4.518
H -4.385 4.674 -4.611
H -3.618 3.611 -2.584
H -3.394 -0.981 1.359
H -5.192 0.505 -0.037
Cl 4.626 0.539 5.515
C 3.584 0.851 6.929
C 2.552 -0.229 7.122
Cl 1.313 -0.217 5.838
H 3.124 1.831 6.797
H 4.235 0.894 7.800
H 2.030 -0.072 8.066
H 3.008 -1.217 7.144
Cl 7.680 -2.724 -2.857
C 7.763 -1.069 -3.513
C 8.297 -0.083 -2.503
Cl 7.157 0.183 -1.163
H 6.767 -0.790 -3.852
H 8.424 -1.103 -4.378
H 8.456 0.882 -2.981
H 9.243 -0.417 -2.082
Cl 3.227 3.986 7.559
C 1.709 4.234 8.457
C 1.936 4.290 9.945
Cl 2.427 2.709 10.608
H 1.024 3.432 8.187
H 1.285 5.175 8.110
H 1.011 4.572 10.447
H 2.702 5.017 10.205
Cl 1.446 -3.478 2.601
C 0.636 -4.056 4.074
C 1.600 -4.636 5.074
Cl 2.311 -6.176 4.515
H -0.117 -4.785 3.778
H 0.129 -3.197 4.512
H 1.073 -4.850 6.002
H 2.415 -3.949 5.292
Cl 0.127 -1.501 -8.807
C -0.743 -2.091 -7.358
C 0.173 -2.760 -6.369
Cl 0.805 -4.314 -6.981
H -1.523 -2.761 -7.688
H -1.207 -1.223 -6.894
H -0.374 -2.978 -5.452
H 1.021 -2.127 -6.117
Cl -4.389 -4.110 5.879
C -3.176 -5.183 5.136
C -2.366 -5.925 6.170
Cl -1.284 -4.841 7.083
H -2.544 -4.579 4.489
H -3.720 -5.895 4.516
H -1.733 -6.664 5.680
H -3.004 -6.442 6.883
Cl -7.098 -2.189 -7.533
C -5.743 -1.616 -8.539
C -4.530 -2.502 -8.416
Cl -3.775 -2.388 -6.808
H -5.519 -0.591 -8.250
H -6.093 -1.614 -9.570
H -3.776 -2.197 -9.142
H -4.776 -3.546 -8.597
Cl 6.017 -1.115 8.661
C 7.361 -0.478 7.676
C 8.618 -1.295 7.834
Cl 9.337 -1.125 9.458
H 7.520 0.560 7.957
H 7.030 -0.505 6.639
H 9.366 -0.955 7.119
H 8.431 -2.351 7.658
Cl -3.075 -6.108 -6.219
C -4.058 -5.738 -4.781
C -5.153 -6.750 -4.562
Cl -6.418 -6.656 -5.817
H -4.459 -4.733 -4.898
H -3.381 -5.738 -3.927
H -5.641 -6.562 -3.607
H -4.763 -7.765 -4.554
```

Values from the calculation:
**Spin multiplicity**: 1
**LUMO**: 1.665 eV
**Energy**: -305234.573 eV
**Net charge**: -1

Löwdin atomic charge list, values in e, 99 entries: C -0.1140; C -0.2131; C -0.1983; F -0.0639; B -0.6794; C -0.0781; O -0.1088; C -0.2818; O -0.0973; C -0.1845; C -0.2218; O -0.0837; O 0.0423; C -0.6964; Cl 0.7222; O -0.0489; C -0.1785; C -0.2831; C -0.1376; C -0.1313; C -0.3731; C -0.0820; C -0.0644; C -0.4182; C -0.0938; C -0.0982; C -0.2026; C -0.0636; C -0.1115; C -0.1172; C -0.0899; C -0.0364; O 0.1852; B -0.7423; O 0.1652; O 0.1510; O 0.0380; H 0.0642; H 0.0696; H 0.0600; H 0.1128; H 0.1007; H 0.1117; H 0.1018; H 0.1138; H 0.1470; H 0.1266; H 0.1115; H 0.1272; H 0.1094; H 0.1171; H 0.0717; H 0.1147; H 0.0957; H 0.1271; H 0.0006; H 0.0263; H 0.0530; H 0.0998; H 0.1010; H 0.1065; H 0.0725; H 0.0212; H 0.0673; H 0.0685; H 0.0648; H 0.0729; H 0.0931; H 0.1153; H 0.1139; H 0.1048; H 0.1058; H 0.0968; H 0.0957; H 0.1037; H 0.1133; H 0.1051; H 0.1029; Cl 0.5863; C -0.7044; C -0.6502; Cl 0.5865; H -0.0335; H 0.0324; H 0.0682; H 0.0562; Cl 0.5342; C -0.6663; C -0.6669; Cl 0.5658; H 0.0669; H 0.0689; H 0.0705; H 0.0642; Cl 0.6156; C -0.6311; C -0.6614; Cl 0.5350; H 0.0744

Entry 3:
The following is a DFT calculation (wB97M-V/def2-TZVPD) of a 4-piece molecular cluster, C21H42BFIO10 overall.

The geometry in XYZ format:
```
76
Properties=species:S:1:pos:R:3
C 0.657 -2.882 1.360
C 1.006 -4.333 1.051
O 0.306 -4.853 -0.072
C 0.578 -4.231 -1.317
C 1.960 -4.493 -1.881
O 2.873 -3.672 -1.180
C 4.267 -3.768 -1.552
C 4.676 -2.527 -2.378
C 3.950 -1.203 -2.214
C 2.524 -1.162 -2.766
I 3.999 -0.501 -0.171
C 5.089 -3.951 -0.251
O 5.467 -5.295 -0.206
B 4.994 -6.000 -1.414
F 6.032 -6.704 -2.057
O 4.544 -4.876 -2.304
H 1.210 -2.194 0.720
H 0.904 -2.647 2.396
H -0.410 -2.720 1.188
H 2.082 -4.438 0.917
H 0.714 -4.972 1.886
H 0.408 -3.149 -1.265
H -0.159 -4.645 -2.009
H 1.944 -4.248 -2.953
H 2.217 -5.548 -1.786
H 4.566 -2.792 -3.436
H 5.740 -2.367 -2.209
H 4.534 -0.443 -2.724
H 1.882 -0.487 -2.208
H 2.076 -2.149 -2.773
H 2.560 -0.805 -3.798
H 4.496 -3.682 0.631
H 5.976 -3.302 -0.248
H 4.052 -6.784 -1.158
O 4.801 2.750 -2.075
C 4.408 3.376 -1.129
O 3.118 3.263 -0.773
C 2.589 3.770 0.460
C 2.208 5.232 0.360
C 5.318 4.318 -0.369
H 3.286 3.583 1.278
H 1.704 3.171 0.651
H 3.072 5.869 0.165
H 1.743 5.554 1.292
H 1.493 5.375 -0.450
H 5.326 5.276 -0.890
H 6.322 3.903 -0.397
H 5.031 4.485 0.664
O 0.011 2.803 2.080
C -0.871 1.983 2.105
O -1.313 1.491 0.939
C -2.264 0.417 0.851
C -3.690 0.910 0.950
C -1.514 1.549 3.402
H -2.037 -0.351 1.591
H -2.075 -0.022 -0.126
H -3.893 1.369 1.919
H -4.392 0.090 0.816
H -3.880 1.657 0.178
H -2.294 2.269 3.649
H -0.754 1.583 4.178
H -1.952 0.556 3.376
O -6.896 0.630 0.765
C -7.464 1.677 0.626
O -7.401 2.578 1.633
C -7.922 3.906 1.519
C -9.406 3.967 1.818
C -8.278 1.986 -0.609
H -7.683 4.329 0.543
H -7.364 4.476 2.259
H -9.986 3.396 1.093
H -9.750 5.001 1.792
H -9.605 3.559 2.808
H -9.273 1.563 -0.472
H -7.807 1.484 -1.450
H -8.377 3.043 -0.837
```

Values from the calculation:
**Spin multiplicity**: 1
**LUMO**: 1.550 eV
**Energy**: -54432.036 eV
**Net charge**: -1

Löwdin analysis output, partial charges in e: C -0.0825; C -0.2558; O -0.1434; C -0.1933; C -0.1797; O -0.1295; C -0.5153; C -0.1556; C -0.7026; C -0.1422; I 0.8724; C -0.1734; O -0.0128; B -0.8325; F 0.0343; O 0.0418; H 0.0329; H 0.0702; H 0.0677; H 0.1098; H 0.1133; H 0.1123; H 0.1218; H 0.1258; H 0.1185; H 0.1312; H 0.1139; H 0.0599; H 0.0484; H 0.0468; H 0.0768; H 0.0972; H 0.1063; H 0.1012; O 0.0781; C -0.5600; O -0.0254; C -0.2342; C -0.0648; C 0.0106; H 0.1175; H 0.0933; H 0.0625; H 0.0784; H 0.0817; H 0.0902; H 0.0881; H 0.0660; O 0.0885; C -0.5176; O 0.0101; C -0.2229; C -0.0674; C 0.0159; H 0.1076; H 0.1263; H 0.0717; H 0.0722; H 0.0844; H 0.0929; H 0.0899; H 0.0716; O 0.1031; C -0.5201; O -0.0038; C -0.2387; C -0.0652; C 0.0142; H 0.1111; H 0.1228; H 0.0676; H 0.0806; H 0.0833; H 0.0953; H 0.0923; H 0.0686

Look up the energy of the first one.
-89263.387 eV

Look up the net charge of the third one.
-1